Entry 1:
A 2-piece molecular cluster, H6NS2 overall, computed with wB97M-V/def2-TZVPD.

Output
Total charge: +1
Frontier orbital gap: 8.49 eV
Lowest unoccupied orbital energy: -4.342 eV
HOMO energy: -12.835 eV
Relative energy (zero: lowest compared OMol25 entry of this formula, charge and spin): 0.438 eV
DFT total energy: -23250.7698 eV

Atoms and positions in Å:
N: 0.745 -0.485 -2.451
H: 1.607 -0.029 -2.753
H: 0.501 -1.230 -3.106
H: -0.049 0.153 -2.417
H: 0.877 -0.905 -1.518
S: 0.018 -0.785 0.705
S: -0.698 1.157 1.050
H: 0.748 -0.767 1.839
H: -0.599 1.598 -0.202

=====

Entry 2:
C54H38BiClN5O2P2 as an isolated structure, computed with wB97M-V/def2-TZVPD.

Output
Total charge: +1
Frontier orbital gap: 7.22 eV
Lowest unoccupied orbital energy: -3.312 eV
HOMO energy: -10.531 eV
Relative energy (zero: lowest compared OMol25 entry of this formula, charge and spin): 0.000 eV
DFT total energy: -105092.8419 eV

Atoms and positions in Å:
Bi: -0.666 0.813 -0.736
Cl: -1.746 6.863 3.316
C: -1.406 5.289 2.687
C: -0.249 4.620 3.088
C: 0.040 3.372 2.582
C: -0.801 2.764 1.646
O: -0.450 1.553 1.196
C: -1.986 3.423 1.275
C: -3.006 2.801 0.468
N: -2.841 1.767 -0.278
C: -3.963 1.145 -0.868
C: -5.066 1.750 -1.349
C: -6.267 0.993 -1.664
C: -6.324 -0.339 -1.512
C: -5.117 -1.090 -1.165
C: -4.941 -2.468 -1.849
C: -4.958 -2.394 -0.376
C: -3.468 -2.335 0.024
N: -3.047 -0.921 -0.062
C: -3.948 -0.302 -0.728
C: -2.279 4.687 1.816
H: 0.416 5.088 3.801
H: 0.927 2.835 2.892
H: -4.008 3.222 0.562
H: -5.100 2.828 -1.443
H: -7.135 1.544 -1.997
H: -7.235 -0.883 -1.730
H: -5.836 -2.760 -2.384
H: -5.732 -2.798 0.261
H: -3.263 -2.716 1.021
H: -3.194 5.191 1.534
O: 2.786 -1.757 -0.456
C: 3.501 -1.143 -1.458
C: 4.186 -1.802 -2.466
C: 4.954 -1.066 -3.359
C: 5.056 0.309 -3.239
C: 4.320 0.962 -2.263
C: 3.502 0.255 -1.387
P: 2.335 1.056 -0.249
C: 2.901 0.541 1.399
C: 4.252 0.660 1.723
C: 4.719 0.209 2.946
C: 3.842 -0.375 3.852
C: 2.499 -0.505 3.531
C: 2.030 -0.047 2.309
C: 2.689 2.830 -0.351
C: 2.509 3.508 -1.560
C: 2.684 4.877 -1.633
C: 3.001 5.602 -0.491
C: 3.163 4.942 0.717
C: 3.012 3.564 0.787
C: 2.524 -3.108 -0.487
C: 3.544 -4.050 -0.560
C: 3.227 -5.393 -0.656
C: 1.897 -5.800 -0.687
C: 0.897 -4.858 -0.539
C: 1.195 -3.500 -0.385
P: -0.076 -2.269 0.026
C: -1.309 -2.550 -1.290
C: -0.913 -2.066 -2.478
C: -1.791 -1.948 -3.635
C: -3.062 -2.333 -3.558
C: -3.618 -3.017 -2.349
C: -2.700 -3.095 -1.084
C: -0.716 -2.780 1.657
C: -1.239 -1.747 2.440
C: -1.713 -1.994 3.718
C: -1.652 -3.277 4.245
C: -1.104 -4.303 3.491
C: -0.634 -4.057 2.209
H: 4.135 -2.875 -2.566
H: 5.492 -1.587 -4.140
H: 5.689 0.876 -3.908
H: 4.385 2.036 -2.183
H: 4.943 1.102 1.014
H: 5.768 0.308 3.191
H: 4.209 -0.732 4.805
H: 1.811 -0.967 4.228
H: 0.983 -0.151 2.070
H: 2.215 2.967 -2.453
H: 2.542 5.391 -2.574
H: 3.100 6.677 -0.548
H: 3.408 5.499 1.612
H: 3.158 3.063 1.735
H: 4.574 -3.722 -0.549
H: 4.021 -6.124 -0.722
H: 1.647 -6.845 -0.805
H: -0.139 -5.175 -0.541
H: 0.106 -1.695 -2.591
H: -1.397 -1.507 -4.541
H: -3.728 -2.210 -4.404
H: -3.846 -4.043 -2.660
H: -2.615 -4.144 -0.782
H: -1.278 -0.736 2.050
H: -2.118 -1.180 4.306
H: -2.016 -3.471 5.245
H: -1.032 -5.301 3.903
H: -0.188 -4.870 1.657
N: 0.328 7.238 -1.952
C: -0.209 6.246 -1.705
N: -0.892 5.163 -1.389
C: -0.626 3.962 -1.570
N: -0.482 2.790 -1.688

=====

Question: The lowest DFT total energy belongs to which entry?
Answer: C54H38BiClN5O2P2